{
  "formula": "C5H8Cl2N2O",
  "method": "ωB97M-V/def2-TZVPD",
  "orbital_gap_ev": 9.06,
  "largest_force_ev_per_a": 4.71,
  "de_lowest_kcal_mol": 40.7,
  "total_energy_ha": -1300.2953,
  "multiplicity": 1,
  "smiles": "C=N/C=C(\\Cl)OC.C=NCl",
  "elements": ["H", "Cl", "H", "H", "H", "C", "N", "C", "C", "C", "H", "Cl", "H", "C", "O", "H", "H", "N"],
  "xyz": [[-1.10763, -1.51554, 2.64363], [-3.41917, -1.86548, 0.29958], [3.20163, 1.90331, -0.72211], [2.55490, 3.40054, -0.16968], [-0.14594, 0.53140, 1.81399], [-1.87105, -0.99804, -1.58799], [-2.93070, -0.87164, -0.94338], [0.11185, -0.02291, 1.00041], [-0.61869, -1.92466, 1.80132], [2.29345, 2.47510, -0.57476], [-1.57421, -0.39433, -2.42641], [1.42898, -0.01591, -1.33604], [1.76021, 2.83397, -1.45026], [0.87172, 0.68855, 0.14736], [1.22871, 1.98751, 0.26337], [-0.68609, -3.02650, 1.80194], [-1.04942, -1.82815, -1.37462], [-0.04856, -1.35723, 0.81364]],
  "forces_ev_per_a": [[-0.19, 1.26, 0.90], [0.27, -0.84, 0.46], [-0.41, -0.56, 0.00], [0.64, 1.34, 1.36], [-1.16, 1.01, 2.68], [2.94, -3.56, 0.90], [-1.07, 2.09, -1.19], [2.22, 1.67, -3.03], [0.24, -2.65, -1.30], [-1.55, 0.76, -0.53], [-0.60, 0.79, -0.10], [-0.07, -0.64, -0.23], [0.58, -0.68, -0.90], [0.20, 0.00, -0.85], [0.27, -0.92, 0.80], [0.01, 0.47, -0.29], [-1.81, 1.49, -0.23], [-0.54, -1.01, 1.54]],
  "lowdin_charge": [0.061, 0.593, 0.083, 0.067, 0.097, -0.200, -0.516, -0.219, -0.088, -0.120, 0.055, 0.748, 0.089, -0.648, -0.129, 0.076, 0.092, -0.040]
}

=====

{
  "formula": "C6H10O",
  "method": "ωB97M-V/def2-TZVPD",
  "orbital_gap_ev": 11.07,
  "largest_force_ev_per_a": 0.40,
  "de_lowest_kcal_mol": 34.8,
  "total_energy_ha": -309.7869,
  "multiplicity": 1,
  "smiles": "C[C@H]1C[C@]2(CO2)C1",
  "elements": ["H", "H", "C", "H", "H", "C", "H", "C", "H", "H", "C", "H", "H", "H", "C", "O", "C"],
  "xyz": [[-0.65354, -2.01390, 0.06790], [2.46375, 0.77147, -1.07553], [2.21786, -0.20797, -0.64067], [0.71029, 1.38912, 0.68869], [2.61616, -0.21464, 0.38027], [0.07066, 1.00125, -0.11396], [0.35291, -1.28513, 1.34316], [-2.48016, 0.31683, 0.50288], [2.74035, -0.97216, -1.22382], [-2.92737, 1.21059, 0.06572], [-0.16411, -1.09047, 0.39724], [-3.11803, -0.56860, 0.51735], [-0.10455, 1.79970, -0.84025], [0.33446, -0.54293, -1.64757], [-1.02840, 0.16834, 0.52721], [-1.72770, 0.53973, 1.69255], [0.69743, -0.30124, -0.64116]],
  "forces_ev_per_a": [[0.11, 0.20, 0.01], [0.13, -0.26, 0.04], [0.05, -0.09, 0.04], [-0.09, 0.04, -0.09], [-0.07, -0.03, -0.11], [-0.02, 0.16, 0.00], [0.06, 0.07, -0.14], [-0.22, -0.04, -0.27], [-0.17, -0.02, 0.12], [0.09, -0.15, 0.05], [0.00, -0.12, 0.07], [0.13, 0.14, -0.01], [-0.34, -0.08, 0.18], [0.02, 0.16, 0.14], [0.14, -0.07, -0.18], [0.06, 0.02, 0.23], [0.10, 0.05, -0.09]],
  "lowdin_charge": [0.111, 0.078, -0.077, 0.126, 0.079, -0.076, 0.122, -0.073, 0.070, 0.114, -0.044, 0.114, 0.119, 0.137, -0.452, -0.007, -0.341]
}

=====

{
  "formula": "C4H5N2",
  "method": "ωB97M-V/def2-TZVPD",
  "orbital_gap_ev": [9.25, 9.30],
  "charge": 1,
  "largest_force_ev_per_a": 5.28,
  "de_lowest_kcal_mol": 128.9,
  "total_energy_ha": -264.4099,
  "multiplicity": 1,
  "elements": ["C", "C", "N", "H", "N", "H", "C", "H", "C", "H", "H"],
  "xyz": [[0.60772, -0.89311, 1.25605], [0.03777, 1.11131, -1.81585], [-0.37939, -0.83853, 0.15688], [-1.38675, -1.16364, -0.01951], [-1.17090, 1.25942, -1.44622], [1.45350, -1.18504, 0.72093], [0.00758, 0.39764, 0.86124], [-0.69647, 1.22234, 1.30926], [0.34107, 0.22451, -0.62351], [0.37554, -1.44760, 2.16915], [0.81033, 1.31269, -2.56842]],
  "forces_ev_per_a": [[-0.91, -0.39, 0.58], [-3.10, -0.30, 0.36], [-3.14, -0.32, -1.88], [1.92, 0.45, 0.64], [5.13, -1.06, -0.64], [2.10, -0.22, 0.25], [-0.08, 1.98, -0.82], [1.50, -2.16, -0.69], [-2.37, 1.27, 2.51], [-0.34, 0.42, -0.34], [-0.72, 0.33, 0.03]],
  "lowdin_charge": [0.036, -0.134, 0.036, 0.243, 0.258, 0.112, -0.068, 0.212, 0.014, 0.156, 0.136]
}

=====

{
  "formula": "CH3NO2S2",
  "method": "ωB97M-V/def2-TZVPD",
  "orbital_gap_ev": 8.73,
  "largest_force_ev_per_a": 4.07,
  "de_lowest_kcal_mol": 54.6,
  "total_energy_ha": -1041.4043,
  "multiplicity": 1,
  "smiles": "CSN=S(=O)=O",
  "elements": ["H", "O", "S", "S", "C", "H", "O", "H", "N"],
  "xyz": [[2.50483, -0.54679, 0.47646], [-2.04914, -0.15724, -1.47605], [0.52121, -1.32086, 0.12748], [-1.88387, 0.29224, -0.08475], [1.64163, -0.02910, 0.04436], [1.71645, 0.12905, -1.06180], [-2.73921, 1.24047, 0.51210], [1.12055, 0.73527, 0.65114], [-0.83245, -0.34304, 0.81105]],
  "forces_ev_per_a": [[0.48, 1.22, -0.07], [0.03, 1.21, 2.38], [-3.69, -1.54, 0.76], [1.09, -2.56, -2.64], [0.47, 0.17, -1.08], [0.55, 0.89, 1.21], [-0.60, 0.55, 0.23], [1.28, 0.11, -0.39], [0.38, -0.04, -0.39]],
  "lowdin_charge": [0.030, -0.318, 0.780, 0.666, -0.454, 0.048, -0.265, 0.046, -0.534]
}

=====

{
  "formula": "C2H3EuLiO",
  "method": "ωB97M-V/def2-TZVPD",
  "orbital_gap_ev": [5.83, 6.41],
  "charge": 1,
  "largest_force_ev_per_a": 2.67,
  "de_lowest_kcal_mol": 25.5,
  "total_energy_ha": -870.6694,
  "multiplicity": 9,
  "elements": ["C", "O", "H", "H", "Li", "Eu", "C", "H"],
  "xyz": [[1.11853, -0.12547, 0.36231], [-1.50049, 0.50865, -0.24680], [1.91017, -0.83893, 0.07043], [-1.77566, -1.41392, -0.84554], [-0.58508, 1.19705, 1.59529], [0.33758, 1.36057, -1.69174], [-1.01069, -0.63882, -0.63713], [1.50565, -0.04912, 1.39318]],
  "forces_ev_per_a": [[0.81, 1.22, -0.51], [0.02, -0.70, 0.07], [-0.45, 0.00, -0.67], [0.16, -0.17, 0.92], [0.17, -0.99, -0.94], [-0.15, -1.75, 1.19], [0.28, 2.53, -0.80], [-0.84, -0.14, 0.75]],
  "lowdin_spin": [0.505, 0.117, 0.037, 0.004, 0.008, 7.157, 0.125, 0.049]
}

=====

{
  "formula": "C28H29N4O6SSeTc",
  "method": "ωB97M-V/def2-TZVPD",
  "orbital_gap_ev": [7.10, 5.57],
  "charge": 1,
  "largest_force_ev_per_a": 0.48,
  "de_lowest_kcal_mol": 82.8,
  "total_energy_ha": -4634.8659,
  "multiplicity": 4,
  "elements": ["H", "H", "H", "C", "H", "C", "C", "C", "C", "C", "H", "O", "C", "C", "O", "H", "N", "H", "C", "C", "H", "S", "H", "H", "H", "H", "H", "H", "C", "H", "H", "H", "H", "C", "O", "C", "C", "H", "C", "C", "C", "H", "H", "Tc", "C", "H", "C", "H", "H", "C", "C", "N", "C", "H", "C", "O", "C", "O", "H", "C", "N", "C", "N", "Se", "O", "H", "C", "H", "H", "C"],
  "xyz": [[-1.54672, -1.32508, -3.00014], [-0.75389, 2.92506, -2.57560], [-3.02237, 2.29586, -0.94539], [-1.56612, -2.86226, -4.45635], [4.61897, -2.24438, 2.42797], [1.87842, -2.14585, 0.43141], [2.23321, 3.60979, 1.98928], [0.56340, 0.36923, 4.25329], [3.81823, -1.86566, 1.80699], [3.81867, -0.47170, 1.39087], [-2.40629, -2.43055, -4.98365], [-0.18174, 0.43345, -3.06181], [0.21662, 2.66089, 2.30196], [0.55504, -4.00488, -3.08468], [1.77916, 0.84161, -1.63014], [2.77991, 1.05224, 0.36382], [0.84357, -0.66220, 2.12543], [-1.21386, 3.84539, -1.10422], [-2.75454, 0.29826, -0.28883], [1.57459, -4.61312, -2.31944], [2.75288, -4.49722, -0.55723], [-1.38884, 2.44489, 2.70443], [0.64630, 1.27778, 4.83184], [0.51502, -5.53287, -4.59676], [2.99410, -3.77673, 1.40404], [2.92091, 4.41158, 1.78782], [-2.20449, -1.74828, 1.27943], [4.73398, 0.09828, 1.49707], [1.42930, -2.79977, -0.75783], [-0.20523, -0.84889, 5.84348], [-2.71411, 0.56796, 0.76389], [0.44051, 3.17938, -1.29538], [3.38819, 1.78102, 2.37461], [0.90268, 0.43392, 2.91732], [2.24934, -0.21977, -4.08278], [0.00765, -2.77928, -2.63490], [0.31618, -1.78412, 2.65008], [0.44196, 5.48662, 0.81296], [0.06846, -0.79932, 4.79892], [-0.61475, 3.02265, -1.50014], [-0.97812, -4.04720, -4.94097], [-3.75488, -0.04959, -0.55600], [-0.50892, -2.82152, 4.30590], [0.20502, -0.14636, -1.04085], [-2.17523, -1.96050, 0.20852], [-1.43263, -2.72051, -0.01501], [0.21591, 5.09663, 1.80391], [0.25802, -2.62519, 1.97857], [-0.85523, 4.95419, 1.91312], [1.44901, -0.72674, 0.69161], [-2.35092, 1.45761, -1.15178], [1.21684, 1.70439, 2.38438], [-0.09696, -1.88518, 3.95890], [0.56761, 5.79421, 2.56209], [-1.09065, -2.23781, -3.33776], [-1.81391, -0.77649, -0.50800], [2.75080, 0.06137, 0.78922], [-1.00883, 1.81645, -0.82702], [-2.40236, 1.21081, -2.21712], [2.46798, 2.32268, 2.27099], [0.51278, -2.15761, -1.51024], [0.06080, -4.61023, -4.25906], [0.85974, 3.80557, 1.98524], [1.41245, 0.92656, -3.34565], [1.51973, 2.43658, -3.85500], [2.01229, -5.54130, -2.66498], [1.98140, -4.04324, -1.15883], [-3.15620, -2.29695, -0.12807], [-1.35573, -4.50856, -5.84288], [2.90610, -2.70663, 1.26412]],
  "forces_ev_per_a": [[0.01, 0.05, 0.00], [0.01, -0.01, 0.00], [0.05, 0.02, 0.02], [-0.01, -0.02, -0.01], [0.01, 0.00, -0.01], [0.17, -0.10, 0.13], [0.02, -0.02, 0.08], [-0.11, 0.04, 0.01], [0.07, 0.15, 0.06], [0.03, -0.20, -0.06], [0.00, 0.00, -0.01], [0.04, 0.14, -0.17], [-0.01, 0.01, 0.12], [-0.02, -0.05, -0.01], [0.05, -0.20, -0.13], [-0.01, -0.14, -0.04], [0.01, -0.10, 0.02], [0.01, 0.00, 0.00], [0.12, 0.04, -0.01], [0.01, 0.01, 0.01], [0.01, 0.00, -0.03], [-0.10, -0.10, -0.29], [0.00, -0.02, 0.01], [0.00, 0.00, 0.00], [0.04, 0.01, -0.03], [0.00, 0.00, 0.00], [-0.01, -0.01, 0.00], [0.03, 0.00, 0.02], [-0.03, 0.04, 0.06], [0.00, 0.00, 0.00], [-0.03, 0.08, 0.18], [-0.01, -0.02, 0.01], [-0.11, 0.17, 0.07], [0.14, 0.06, 0.04], [-0.10, 0.16, 0.09], [0.00, 0.02, 0.08], [-0.02, -0.02, -0.03], [0.01, 0.00, 0.00], [0.02, 0.00, -0.02], [0.06, 0.09, 0.04], [0.00, 0.02, 0.00], [0.03, 0.00, -0.02], [0.00, 0.00, 0.01], [-0.39, 0.26, 0.12], [-0.03, -0.01, -0.01], [0.00, 0.00, 0.00], [-0.01, -0.04, -0.01], [0.03, -0.02, -0.03], [0.00, 0.01, 0.00], [-0.09, 0.28, -0.13], [-0.02, 0.06, -0.09], [-0.10, -0.06, 0.03], [0.01, 0.00, -0.04], [-0.01, 0.00, 0.00], [0.02, 0.00, 0.00], [0.05, -0.01, 0.00], [-0.02, -0.18, -0.27], [0.12, -0.26, 0.37], [-0.01, -0.02, 0.01], [0.12, 0.27, 0.19], [0.22, -0.15, -0.04], [0.00, 0.00, 0.01], [-0.06, 0.08, -0.07], [0.07, -0.19, -0.24], [-0.04, -0.14, 0.13], [0.00, 0.00, 0.00], [-0.01, -0.02, 0.00], [0.00, -0.01, 0.00], [-0.01, 0.00, 0.00], [-0.23, 0.05, -0.12]],
  "lowdin_spin": [0.001, 0.000, 0.000, 0.000, 0.009, 0.324, 0.000, 0.001, 0.167, 0.008, -0.001, 0.016, 0.000, 0.046, 0.097, 0.003, 0.038, 0.001, 0.003, -0.004, 0.002, 0.001, 0.000, -0.001, 0.000, 0.000, 0.001, -0.002, 0.021, 0.000, 0.000, 0.000, 0.000, 0.003, 0.006, 0.018, 0.016, 0.000, 0.002, 0.004, 0.041, 0.000, 0.000, 1.758, 0.007, 0.000, 0.000, 0.005, 0.000, 0.054, 0.001, 0.002, 0.001, 0.000, 0.025, 0.052, 0.087, 0.021, 0.000, 0.001, 0.121, -0.011, 0.000, 0.013, 0.007, -0.001, 0.043, 0.000, 0.002, -0.010]
}

=====

{
  "formula": "C6H8FO2PS",
  "method": "ωB97M-V/def2-TZVPD",
  "orbital_gap_ev": 8.67,
  "largest_force_ev_per_a": 2.47,
  "total_energy_ha": -1223.2081,
  "multiplicity": 1,
  "smiles": "C=C[C@@H]1[C@H](F)C(=O)O[C@H]1[PH2]=S",
  "elements": ["S", "H", "C", "H", "O", "O", "H", "H", "H", "C", "H", "P", "H", "C", "C", "H", "C", "F", "C"],
  "xyz": [[-1.98805, -2.53972, -0.80462], [-3.10492, -0.63995, 0.90600], [1.36744, -1.81165, 0.43651], [-0.56932, 0.02518, 1.15783], [0.20561, 2.90499, 1.71217], [-1.08482, 1.72011, 0.22882], [0.35405, 0.55930, -1.71762], [1.92255, -1.36966, 1.25151], [1.04052, -2.83892, 0.51642], [1.18348, 1.40832, -0.03147], [1.55898, 2.08662, -0.79264], [-2.33023, -0.71287, -0.26471], [1.41049, -1.50551, -1.65232], [-0.85230, 0.30098, 0.13853], [0.42043, 0.21989, -0.69175], [-3.03559, 0.06140, -1.20615], [1.10648, -1.11240, -0.69318], [2.27905, 1.09109, 0.72279], [0.11615, 2.15282, 0.78389]],
  "forces_ev_per_a": [[0.00, 0.10, -0.05], [0.05, 0.41, -0.07], [0.09, 0.23, -0.55], [-0.06, -0.74, 0.01], [-0.05, -0.79, -1.33], [-0.39, 0.30, 0.64], [-0.90, -0.16, -0.25], [-1.34, 0.51, 0.91], [1.41, -0.67, -0.49], [0.39, 0.58, -0.01], [-0.11, 0.21, -0.19], [-0.07, -0.41, -0.37], [-1.48, -0.77, -0.37], [0.05, 0.13, 0.05], [2.29, 0.88, 0.30], [0.04, 0.15, 0.19], [0.28, -0.12, 0.75], [-0.03, -0.36, 0.37], [-0.15, 0.52, 0.45]],
  "lowdin_charge": [0.147, -0.010, 0.012, 0.135, 0.186, -0.010, 0.147, 0.066, 0.055, -0.191, 0.163, 0.398, 0.104, -0.459, -0.239, -0.009, -0.154, 0.039, -0.380]
}

=====

{
  "formula": "C5H10O",
  "method": "ωB97M-V/def2-TZVPD",
  "orbital_gap_ev": 8.95,
  "largest_force_ev_per_a": 0.47,
  "de_lowest_kcal_mol": 87.9,
  "total_energy_ha": -271.6126,
  "multiplicity": 1,
  "elements": ["H", "C", "C", "H", "H", "C", "H", "H", "C", "H", "H", "C", "H", "H", "H", "O"],
  "xyz": [[-1.35866, -0.02369, -2.77056], [-1.66279, 0.27953, -1.76376], [0.55847, -0.43969, 1.31499], [2.12863, 0.44155, 0.08984], [0.36484, 0.89025, -1.08922], [1.87626, 0.29398, 1.14420], [-2.44452, -0.41434, -1.43517], [2.67170, -0.30967, 1.59291], [-0.64430, -0.02012, 0.55009], [0.09777, -0.93944, -0.56307], [0.34530, -0.58586, 2.38123], [-0.48552, 0.26244, -0.81647], [-2.11208, 1.27747, -1.84481], [-1.60514, -0.33207, 0.95670], [1.85480, 1.26924, 1.64527], [0.41523, -1.64957, 0.60783]],
  "forces_ev_per_a": [[-0.04, 0.04, 0.13], [-0.08, -0.03, -0.05], [-0.06, 0.23, 0.16], [-0.04, -0.03, 0.16], [-0.10, -0.15, 0.06], [0.03, -0.01, -0.07], [0.12, 0.10, -0.03], [-0.13, 0.09, -0.06], [-0.04, 0.12, -0.29], [0.10, -0.28, 0.29], [0.02, 0.03, -0.10], [-0.16, 0.40, 0.19], [0.09, -0.16, 0.02], [0.15, 0.05, -0.07], [-0.01, -0.15, -0.07], [0.15, -0.26, -0.27]],
  "lowdin_charge": [0.072, -0.101, -0.483, 0.071, 0.114, -0.045, 0.077, 0.083, -0.015, 0.193, 0.137, -0.233, 0.073, 0.138, 0.083, -0.164]
}